# 1
103
Properties=species:S:1:pos:R:3:forces:R:3 method="wB97M-V/def2-TZVPD" spin_multiplicity=1 smiles=COC[C@H](C)N.COC[C@H](C)N.COC[C@H](C)N.OCCO.OCCO.OCCO.OCCO.CO.CO relative_energy_ev=0.855 homo_lumo_gap_ev=9.05 fmax_ev_per_a=3.23 homo_ev=-8.7639
C -5.256 1.196 4.439 1.337 -0.072 -1.272
O -4.078 0.791 5.129 -0.002 0.572 0.451
C -2.848 0.602 4.401 0.540 -1.025 1.491
C -1.773 0.400 5.573 -0.625 -1.584 -1.432
C -0.344 0.263 5.049 -0.135 0.480 -0.888
N -2.170 -0.857 6.299 0.478 1.953 0.261
H -5.247 0.652 3.494 -0.428 -0.004 -0.299
H -5.174 2.258 4.206 -0.231 0.191 -0.010
H -6.206 1.000 4.936 0.501 -0.201 0.562
H -2.950 -0.334 3.852 0.174 -0.246 -0.144
H -2.486 1.335 3.679 -0.626 0.880 0.170
H -1.835 1.309 6.171 -0.166 -0.280 0.454
H -0.166 1.064 4.332 0.170 0.485 0.151
H -0.169 -0.604 4.412 -0.305 -0.531 0.342
H 0.440 0.313 5.805 -0.259 -0.052 0.167
H -3.178 -0.816 6.260 -0.184 -0.618 0.243
H -1.818 -1.654 5.788 -0.238 -0.002 -0.321
C 0.053 1.476 -5.781 0.486 -0.407 -0.200
O 0.100 1.989 -4.469 0.290 0.570 0.463
C 1.244 1.585 -3.671 -1.182 0.017 -0.341
C 1.572 2.609 -2.577 0.005 0.726 -1.043
C 2.094 3.914 -3.075 0.185 1.290 -0.617
N 2.529 1.981 -1.687 -0.459 -0.132 0.391
H -0.527 2.067 -6.489 -0.567 0.364 0.660
H -0.331 0.455 -5.778 -0.029 -0.191 -0.092
H 1.024 1.484 -6.276 0.467 -0.223 0.283
H 1.038 0.678 -3.102 -0.371 -0.478 -0.216
H 2.026 1.329 -4.386 0.627 0.419 0.356
H 0.708 2.864 -1.963 -0.723 -0.254 -0.437
H 1.345 4.485 -3.623 -0.153 -0.258 -0.261
H 2.978 3.849 -3.710 0.067 -0.296 -0.024
H 2.350 4.588 -2.258 0.135 -0.134 0.324
H 1.877 1.426 -1.151 0.692 -1.100 0.560
H 2.794 2.698 -1.027 0.496 0.179 0.119
C 5.451 -0.937 2.257 0.112 -0.469 0.639
O 4.708 -2.116 1.952 -0.209 0.682 -0.233
C 3.818 -1.915 0.843 1.574 0.603 0.642
C 2.821 -3.007 0.847 -1.255 -2.714 1.217
C 3.338 -4.477 0.939 1.418 0.485 0.553
N 1.987 -3.003 -0.321 -0.442 0.401 -1.560
H 4.819 -0.057 2.378 -0.221 0.076 -0.346
H 6.267 -0.742 1.561 -0.161 0.019 -0.379
H 5.916 -1.082 3.232 -0.008 -0.265 0.005
H 3.373 -0.923 0.922 -0.506 0.004 0.113
H 4.404 -1.852 -0.074 0.140 -0.412 -0.336
H 2.093 -2.876 1.647 0.439 0.216 0.646
H 2.607 -5.279 1.037 -0.667 0.545 -0.101
H 4.020 -4.667 1.767 0.156 0.309 0.030
H 3.891 -4.679 0.022 0.201 -0.075 -0.120
H 2.599 -3.181 -1.105 0.175 0.423 -0.652
H 1.477 -3.874 -0.317 -0.575 -0.050 0.187
O -1.071 3.858 -0.160 0.021 0.523 -0.256
C -1.927 4.778 -0.831 -0.748 -0.099 -1.028
C -1.338 5.122 -2.193 2.179 -1.024 -0.001
O -2.081 5.924 -3.039 -0.984 0.773 0.103
H -1.429 3.670 0.710 -0.089 0.039 0.030
H -2.914 4.352 -1.011 -0.172 -0.290 0.125
H -2.114 5.728 -0.331 0.319 0.029 0.611
H -1.046 4.260 -2.793 -0.455 -0.578 0.299
H -0.362 5.583 -2.037 0.273 0.239 0.368
H -1.973 6.814 -2.697 -0.320 0.284 -0.274
O -0.618 -2.015 1.126 -0.523 0.283 0.741
C -0.569 -0.591 1.243 0.273 0.484 -1.897
C -0.241 -0.080 -0.164 0.194 -0.345 0.332
O 1.123 -0.363 -0.492 -0.393 1.951 0.154
H 0.251 -2.328 0.865 0.220 -0.013 -0.056
H -1.509 -0.131 1.549 -0.369 -0.783 0.108
H 0.188 -0.211 1.929 0.243 -0.354 0.165
H -0.484 0.982 -0.198 0.699 0.343 -0.154
H -0.867 -0.531 -0.934 -0.392 -0.245 0.287
H 1.336 -1.297 -0.426 -0.148 -0.948 -0.234
O -4.191 1.802 -4.526 -0.485 0.268 0.667
C -3.086 2.265 -3.736 0.908 -0.558 -1.045
C -2.455 1.086 -2.995 -0.775 0.127 0.437
O -3.332 0.543 -2.001 0.333 0.140 0.277
H -3.860 1.414 -5.340 0.145 0.000 0.061
H -2.344 2.658 -4.431 0.289 0.126 0.152
H -3.379 3.113 -3.116 -0.391 -0.357 0.197
H -1.528 1.334 -2.478 -0.074 0.268 -0.086
H -2.230 0.298 -3.714 0.151 -0.011 -0.308
H -4.230 0.523 -2.340 -0.078 0.018 -0.304
O 0.983 -3.648 3.713 0.822 0.310 -0.881
C -0.115 -4.070 4.447 -1.482 -0.977 0.021
C -1.387 -4.140 3.585 0.238 2.294 0.742
O -1.811 -2.775 3.356 -0.314 -0.894 0.406
H 1.679 -3.444 4.342 0.196 0.064 -0.143
H 0.032 -5.082 4.825 0.262 -0.162 0.425
H -0.280 -3.357 5.255 -0.345 -0.211 0.262
H -2.208 -4.564 4.162 0.230 -0.534 -0.122
H -1.225 -4.621 2.620 0.032 -0.386 0.138
H -1.360 -2.520 2.548 0.207 0.375 -0.477
C -2.064 -2.964 -2.694 0.108 -0.275 0.653
O -1.880 -3.237 -4.070 -0.466 0.266 -0.201
H -3.019 -3.325 -2.314 -0.149 -0.250 -0.083
H -1.260 -3.492 -2.182 0.013 0.300 0.626
H -2.080 -1.904 -2.438 0.402 0.058 -0.493
H -2.143 -4.157 -4.140 0.084 -0.043 -0.479
C 4.257 -0.869 -2.848 0.266 1.327 0.082
O 4.564 0.544 -2.953 0.768 -1.708 -0.375
H 5.179 -1.433 -2.705 0.154 0.125 -0.269
H 3.658 -1.071 -1.960 -0.361 0.079 -0.075
H 3.746 -1.199 -3.752 -0.079 -0.248 0.030
H 3.812 1.042 -2.625 -0.578 0.386 0.588



# 2
8
Properties=species:S:1:pos:R:3:forces:R:3 method="wB97M-V/def2-TZVPD" spin_multiplicity=1 smiles="O=[P@H]([O-])C(F)(F)F" relative_energy_ev=1.548 homo_lumo_gap_ev=9.78 total_charge=-1 fmax_ev_per_a=3.44 homo_ev=-5.4485
O 0.552 -1.694 -0.851 -0.418 -0.822 -0.361
P 0.856 -0.570 0.048 1.312 1.078 -0.509
O 1.536 -0.714 1.356 -0.216 0.300 0.267
C -0.725 0.473 0.087 -1.891 -1.817 2.223
F -1.200 1.145 1.248 0.999 -0.598 -1.409
F -1.744 -0.420 -0.189 -0.043 0.766 0.143
F -0.705 1.340 -0.885 -0.215 1.353 -0.902
H 1.429 0.440 -0.813 0.473 -0.260 0.547



# 3
12
Properties=species:S:1:pos:R:3:forces:R:3 method="wB97M-V/def2-TZVPD" spin_multiplicity=2 relative_energy_ev=1.650 homo_lumo_gap_ev="9.27 / 10.77" fmax_ev_per_a=1.96 homo_ev="-8.4190 / -10.4852"
O 0.024 -1.710 1.718 -0.955 0.520 -1.162
H -0.237 -1.230 2.510 -0.073 -0.034 -0.018
H -0.597 -1.378 0.997 1.045 -0.554 1.271
C -1.839 -0.489 -0.636 0.381 1.278 -0.497
C -0.918 0.308 -0.593 -0.925 -1.614 0.609
C 0.306 1.015 -0.214 0.166 0.150 0.847
C 1.500 0.651 -1.022 0.339 -0.118 -0.247
H -2.770 -1.003 -0.807 0.487 0.061 0.100
H 0.110 2.103 -0.254 0.159 -0.284 0.117
H 1.438 -0.051 -1.854 -0.019 0.269 0.334
H 2.478 1.031 -0.725 -0.348 -0.104 -0.116
H 0.505 0.752 0.882 -0.257 0.431 -1.237



# 4
32
Properties=species:S:1:pos:R:3:forces:R:3 method="wB97M-V/def2-TZVPD" spin_multiplicity=1 smiles="CC(C)N1C(=[NH2+])NC(=[NH2+])NC1(C)C" relative_energy_ev=0.000 homo_lumo_gap_ev=10.85 total_charge=+2 fmax_ev_per_a=5.48 homo_ev=-17.9918
C -2.312 0.422 -1.344 -1.058 -2.179 0.559
C -1.732 -0.013 0.010 -1.480 -1.860 0.103
C -2.586 0.667 1.130 2.120 0.781 -2.003
N -0.251 0.195 0.123 -0.657 -0.290 -1.199
C 0.303 1.377 0.116 1.350 -0.496 0.453
N -0.369 2.510 0.123 -1.844 -0.177 -0.614
N 1.703 1.447 0.209 -1.630 -4.930 -1.242
C 2.536 0.321 -0.080 -1.851 -0.175 0.615
N 3.812 0.566 -0.203 -0.349 5.383 -0.199
N 1.953 -0.892 -0.181 -0.233 3.975 0.496
C 0.468 -1.096 0.000 2.249 -0.479 -0.798
C 0.184 -1.984 -1.237 -0.657 -0.746 0.280
C 0.418 -1.780 1.303 -3.829 -1.251 3.710
H -2.036 1.422 -1.555 0.117 0.941 -0.661
H -2.164 -0.262 -2.184 0.676 0.312 0.043
H -3.404 0.351 -1.201 0.377 0.459 -0.085
H -1.766 -1.162 0.202 -0.559 2.173 -0.578
H -3.453 0.120 1.406 -0.894 -0.150 -0.261
H -2.693 1.744 0.874 -0.885 -0.867 0.410
H -1.909 0.629 1.907 0.990 0.193 2.517
H -1.401 2.485 -0.127 2.023 0.297 0.687
H 0.064 3.401 0.312 -0.035 0.052 -0.139
H 2.051 2.310 0.375 1.852 3.006 0.547
H 4.138 1.616 -0.165 -1.008 -2.756 -0.204
H 4.574 0.008 -0.036 1.666 -2.424 0.233
H 2.372 -1.654 -0.656 0.986 -0.513 -0.313
H 0.672 -1.579 -2.180 -1.421 -0.209 0.962
H -0.908 -2.279 -1.209 1.285 0.486 -0.907
H 0.715 -2.958 -1.059 -0.406 0.782 0.073
H 0.589 -1.097 2.139 0.481 0.309 -0.278
H 1.052 -2.617 1.478 0.819 -0.570 -0.571
H -0.623 -2.218 1.710 1.807 0.924 -1.633



# 5
95
Properties=species:S:1:pos:R:3:forces:R:3 method="wB97M-V/def2-TZVPD" spin_multiplicity=1 relative_energy_ev=1.686 homo_lumo_gap_ev=7.09 fmax_ev_per_a=1.78 homo_ev=-6.8947
Ga -0.879 0.128 0.834 -0.598 -0.054 1.678
C 3.333 2.420 3.351 0.025 -0.075 -0.145
C 2.097 2.458 2.517 -0.074 0.075 0.069
C 1.318 3.545 2.188 -0.034 0.105 -0.161
C 0.298 3.061 1.362 0.142 -0.347 0.259
N 0.419 1.717 1.271 -0.083 0.121 -0.440
N 1.549 1.376 1.944 -0.044 -0.108 0.341
B 2.303 0.089 1.566 -0.121 0.029 -0.400
N 1.493 -1.178 1.881 0.265 0.022 0.414
N 0.464 -1.537 1.085 -0.270 0.284 -0.686
C 0.251 -2.848 1.267 0.017 0.077 0.245
C 1.095 -3.303 2.286 0.083 -0.015 -0.112
C 1.878 -2.219 2.638 -0.098 -0.075 -0.021
C 2.985 -2.149 3.634 0.056 0.041 -0.148
C -0.646 -3.652 0.436 -0.177 0.054 -0.147
C -0.842 -3.316 -0.902 0.035 0.157 0.106
C -1.722 -4.040 -1.686 -0.062 -0.085 -0.054
C -2.397 -5.128 -1.147 0.010 0.062 -0.025
C -2.171 -5.493 0.172 -0.039 -0.059 -0.008
C -1.298 -4.763 0.960 -0.026 0.004 0.047
N 2.573 0.128 0.047 0.228 -0.074 0.070
N 1.590 0.106 -0.890 -0.188 0.012 -0.258
C 2.202 0.073 -2.074 0.352 0.064 0.321
C 3.599 0.096 -1.897 0.056 -0.099 -0.001
C 3.794 0.116 -0.537 0.023 0.107 -0.184
C 5.085 0.132 0.210 -0.078 -0.046 0.084
C 1.515 -0.024 -3.366 -0.201 0.011 -0.071
C 2.160 0.358 -4.544 -0.050 0.039 0.023
C 1.522 0.235 -5.767 -0.037 -0.034 -0.034
C 0.228 -0.265 -5.837 0.022 0.019 -0.033
C -0.417 -0.653 -4.673 -0.081 -0.037 0.007
C 0.227 -0.541 -3.452 0.067 0.023 0.056
C -0.646 3.926 0.645 -0.139 -0.065 -0.151
C -1.222 5.012 1.300 -0.013 -0.115 0.052
C -2.048 5.881 0.608 -0.012 0.021 0.063
C -2.293 5.678 -0.741 -0.038 0.050 -0.074
C -1.686 4.623 -1.409 -0.063 -0.009 -0.021
C -0.860 3.754 -0.720 -0.006 -0.174 0.107
H 3.429 3.360 3.890 0.020 0.004 0.019
H 4.221 2.284 2.731 0.003 0.014 0.044
H 3.302 1.600 4.067 0.013 0.022 0.022
H 1.505 4.577 2.431 -0.034 -0.003 0.031
H 3.330 0.066 2.162 0.040 -0.055 0.073
H 1.188 -4.309 2.660 -0.037 -0.005 -0.026
H 2.951 -3.024 4.280 -0.008 -0.002 0.009
H 2.912 -1.252 4.247 -0.008 -0.014 0.024
H 3.954 -2.130 3.131 0.013 0.007 0.051
H -0.300 -2.476 -1.320 0.028 -0.056 0.047
H -1.882 -3.760 -2.719 0.021 0.005 0.003
H -3.099 -5.684 -1.754 0.019 -0.024 0.000
H -2.695 -6.342 0.592 0.011 0.009 0.017
H -1.161 -5.032 2.001 0.006 0.043 0.005
H 4.365 0.050 -2.651 -0.001 0.014 -0.015
H 5.911 0.192 -0.496 0.004 0.005 -0.011
H 5.211 -0.772 0.808 0.025 0.022 0.012
H 5.145 0.988 0.884 0.045 -0.011 -0.010
H 3.161 0.765 -4.507 0.015 0.012 0.045
H 2.036 0.529 -6.674 0.004 0.028 0.012
H -0.271 -0.352 -6.793 0.006 -0.009 -0.002
H -1.425 -1.049 -4.718 0.007 0.000 0.016
H -0.254 -0.865 -2.541 -0.112 0.041 -0.012
H -1.038 5.154 2.358 -0.023 0.004 -0.006
H -2.508 6.712 1.126 -0.015 -0.013 -0.012
H -2.957 6.346 -1.275 0.026 0.005 -0.008
H -1.862 4.476 -2.466 -0.002 -0.012 0.004
H -0.362 2.937 -1.228 -0.048 -0.023 -0.040
F -4.225 -2.876 5.444 -0.001 0.025 -0.131
C -3.884 -2.505 4.187 -0.124 -0.103 0.098
F -4.931 -1.827 3.686 0.121 -0.136 0.046
F -3.759 -3.643 3.479 0.002 0.131 0.045
C -2.631 -1.677 4.196 0.083 0.141 -0.054
C -1.993 -1.406 5.383 0.017 0.039 -0.140
C -0.860 -0.592 5.389 0.034 -0.007 0.054
C -0.442 -0.057 4.193 0.186 0.173 0.080
N -1.048 -0.310 3.035 -0.284 -0.044 -0.562
C -2.116 -1.140 2.983 -0.018 -0.181 0.380
S -2.723 -1.476 1.440 0.012 -0.317 -0.413
H -2.372 -1.821 6.307 -0.012 0.002 -0.023
H -0.333 -0.377 6.307 0.007 0.047 -0.026
H 0.409 0.615 4.143 -0.025 -0.015 -0.018
C -2.802 0.415 -1.867 0.097 0.069 0.240
C -3.254 1.154 -0.655 -0.047 -0.120 -0.123
C -4.445 1.792 -0.436 -0.009 0.083 -0.039
C -4.398 2.305 0.882 0.002 0.035 -0.012
C -3.188 1.949 1.422 -0.038 0.136 0.057
C -2.760 2.193 2.835 0.010 -0.024 -0.119
N -2.470 1.245 0.470 0.827 0.240 -0.248
H -3.609 0.380 -2.597 0.044 -0.035 -0.047
H -2.539 -0.620 -1.607 0.043 -0.043 -0.123
H -1.937 0.895 -2.329 0.050 -0.062 -0.103
H -5.251 1.894 -1.147 0.032 -0.033 -0.015
H -5.168 2.869 1.387 0.031 -0.010 0.037
H -3.187 3.134 3.183 0.009 0.008 -0.009
H -1.678 2.250 2.942 0.026 0.063 0.052
H -3.123 1.402 3.497 0.061 0.018 0.053



# 6
8
Properties=species:S:1:pos:R:3:forces:R:3 method="wB97M-V/def2-TZVPD" spin_multiplicity=1 smiles=FC(F)C(Cl)Cl relative_energy_ev=1.524 homo_lumo_gap_ev=11.96 fmax_ev_per_a=7.72 homo_ev=-11.1855
F 0.320 1.360 1.268 0.803 -0.102 -0.894
C -0.337 0.794 0.193 7.234 -0.275 -2.678
F -1.457 0.557 0.668 -6.335 0.405 0.697
C 0.145 -0.652 -0.198 2.751 1.738 -0.166
Cl 0.577 -1.659 1.112 0.985 -0.404 1.132
Cl 1.298 -0.585 -1.618 -0.015 -0.013 0.915
H 0.064 1.372 -0.833 -2.457 -0.371 2.595
H -0.610 -1.188 -0.592 -2.967 -0.978 -1.601



DFT total energy
In order: -54950.301, -22592.737, -6304.989, -16038.383, -128153.308, -32584.702
Unit: eV